ORCA calculation (ωB97M-V/def2-TZVPD) on a structure of composition C99H204N11O23 in a non-equilibrium geometry.

Geometry as XYZ:
```
337
C99H204N11O23 (ωB97M-V/def2-TZVPD)
C -1.44334 4.95922 8.18547
C -0.51486 3.81969 7.56565
C 0.80872 3.77021 8.37889
C 1.60689 2.46875 8.17291
C 0.76727 1.15916 8.32878
C -0.59888 1.10687 7.56297
N -1.22290 2.46744 7.71656
O -2.64836 2.46497 7.42532
C -1.54503 0.05252 8.16807
C -0.34394 0.79858 6.05289
C -0.11672 4.09970 6.07895
H -2.29073 5.32021 7.60263
H -0.90755 5.87698 8.42787
H -1.77260 4.64424 9.17567
H 0.47416 3.75186 9.41611
H 1.45618 4.64661 8.35014
H 2.52605 2.46688 8.75879
H 1.92999 2.47992 7.13196
H 0.53803 0.97888 9.37905
H 1.34264 0.27844 8.04352
H -2.58917 0.07838 7.85632
H -1.70621 0.22961 9.23145
H -1.25124 -0.99686 8.14362
H -0.36976 -0.28426 5.93083
H 0.63058 1.18302 5.75185
H -1.15538 1.21295 5.45459
H 0.54517 3.32333 5.69520
H 0.35079 5.08396 6.05100
H -1.06622 4.07635 5.54417
C -7.68127 -1.69579 0.34757
C -6.85123 -2.65935 -0.56977
C -5.37952 -2.72534 0.07553
C -5.26456 -3.68573 1.29182
C -5.91192 -5.06070 0.96346
C -7.42567 -4.97352 0.55867
N -7.40814 -4.04127 -0.62859
O -8.35760 -4.26262 -1.64460
C -8.31790 -4.46377 1.68953
C -7.86634 -6.34722 0.04674
C -6.63579 -2.10711 -1.96336
H -8.73604 -1.95101 0.44970
H -7.64608 -0.68906 -0.06879
H -7.26380 -1.53160 1.34098
H -4.97022 -1.75772 0.36583
H -4.71620 -3.17294 -0.66458
H -5.69912 -3.30858 2.21756
H -4.20992 -3.79551 1.54433
H -5.86469 -5.63650 1.88776
H -5.26267 -5.50337 0.20808
H -8.44070 -5.15567 2.52278
H -9.26802 -4.05619 1.34424
H -7.84556 -3.65967 2.25381
H -8.93628 -6.43411 -0.14242
H -7.69561 -7.12517 0.79088
H -7.29963 -6.65466 -0.83215
H -6.25600 -1.08572 -1.93873
H -7.50579 -2.12508 -2.61976
H -5.88066 -2.74607 -2.42120
C 7.86329 1.26558 -10.03318
C 6.72926 1.50291 -8.93400
C 5.34692 1.75221 -9.61431
C 4.23838 1.74531 -8.52276
C 4.20869 0.35169 -7.82780
C 5.54024 -0.03821 -7.09222
N 6.69772 0.26031 -8.02479
O 7.95742 -0.18372 -7.62141
C 5.45945 -1.54638 -6.85220
C 5.58275 0.60808 -5.63798
C 7.29442 2.62330 -8.10275
H 8.83528 1.14895 -9.55388
H 7.98090 2.15819 -10.64761
H 7.60491 0.39299 -10.63310
H 5.10445 0.97842 -10.34270
H 5.31277 2.60515 -10.29213
H 3.29301 1.94019 -9.02912
H 4.40103 2.58972 -7.85298
H 3.71089 -0.40851 -8.42980
H 3.40778 0.36787 -7.08864
H 5.03340 -2.00037 -7.74689
H 4.79150 -1.90610 -6.06955
H 6.42174 -1.97176 -6.56735
H 6.55748 0.40805 -5.19305
H 4.82899 0.36021 -4.89063
H 5.50336 1.69413 -5.68606
H 7.55449 3.48887 -8.71205
H 8.22657 2.37161 -7.59694
H 6.57190 3.00173 -7.37966
C -4.34217 1.43515 0.55322
C -4.39879 2.97639 0.31235
C -5.83096 3.58152 0.60304
C -6.11838 3.78764 2.07506
C -5.08604 4.72087 2.70085
C -3.62887 4.16834 2.60381
N -3.36616 3.72446 1.12967
O -2.05039 3.50783 0.69735
C -3.39795 3.01610 3.55266
C -2.68283 5.31477 2.91292
C -4.09777 3.14211 -1.22357
H -5.17116 0.89282 0.09851
H -4.46948 1.34133 1.63169
H -3.42944 0.87675 0.34531
H -6.63528 3.01996 0.12782
H -5.92763 4.48474 0.00058
H -6.22767 2.83693 2.59690
H -7.12850 4.19224 2.13872
H -5.26570 4.90150 3.76066
H -5.13853 5.68596 2.19694
H -2.41736 2.56579 3.39856
H -4.25048 2.34679 3.66813
H -3.24398 3.42226 4.55237
H -2.65680 5.96205 2.03631
H -1.65859 4.94575 2.96636
H -2.94468 5.83156 3.83621
H -4.55595 2.41497 -1.89396
H -3.04635 2.90914 -1.39195
H -4.32468 4.10594 -1.67926
C -3.82690 -3.29021 5.19337
C -2.97772 -4.57084 5.33039
C -2.84736 -4.71227 6.94173
C -4.00912 -5.24859 7.73037
C -4.60296 -6.50339 7.03846
C -4.91627 -6.39495 5.41707
N -3.74345 -5.74258 4.68187
O -3.78093 -5.72158 3.25695
C -6.21114 -5.49403 5.18513
C -5.18267 -7.79115 4.83770
C -1.48508 -4.42313 4.65205
H -3.09163 -2.51828 5.42054
H -4.71624 -3.09662 5.79311
H -4.11566 -3.11374 4.15724
H -2.55750 -3.77751 7.42162
H -1.98959 -5.33668 7.19163
H -4.63101 -4.35374 7.70571
H -3.69215 -5.48907 8.74516
H -5.55240 -6.76991 7.50283
H -3.92296 -7.33368 7.22901
H -7.14941 -6.03682 5.29966
H -6.22264 -5.11645 4.16268
H -6.28894 -4.63722 5.85439
H -5.34699 -7.69977 3.76405
H -6.08047 -8.24976 5.25211
H -4.27646 -8.36311 5.03705
H -1.02518 -3.47629 4.93501
H -1.63145 -4.40311 3.57211
H -0.93695 -5.31701 4.94976
C 8.90513 3.98649 1.56642
C 7.89103 3.09845 0.87077
C 8.60443 2.19752 -0.18709
N 7.62627 1.25532 -1.09703
C 6.89367 2.16483 -2.05601
C 8.41833 0.16042 -1.86064
C 7.41094 -0.95122 -2.13201
C 6.58400 -0.98105 -0.88619
C 6.90559 0.31458 -0.13500
H 9.59613 4.36986 0.81565
H 9.46673 3.40441 2.29710
H 8.46000 4.84359 2.07175
H 7.10286 3.68563 0.39948
H 7.48808 2.41944 1.62222
H 9.39196 1.60656 0.28053
H 9.14554 2.84786 -0.87440
H 7.70084 2.61092 -2.63703
H 6.31337 2.87133 -1.46254
H 6.16856 1.54990 -2.58909
H 9.01910 0.50653 -2.70171
H 9.19361 -0.15917 -1.16429
H 6.82262 -0.72465 -3.02120
H 7.95937 -1.88743 -2.23607
H 5.50323 -1.01772 -1.02286
H 6.89521 -1.79794 -0.23508
H 6.04360 0.90757 0.17068
H 7.52301 0.09812 0.73682
C 1.98316 10.16221 -0.68858
C 0.96796 9.08739 -0.32182
C 1.25121 7.76079 -1.08051
N 0.05824 6.79169 -1.29120
C -0.57579 6.44781 0.06489
C 0.47865 5.42033 -1.95120
C -0.81949 4.89119 -2.54324
C -1.86266 6.04121 -2.69047
C -1.02102 7.25273 -2.23692
H 3.02507 9.85055 -0.61514
H 1.88312 11.04622 -0.05879
H 1.85667 10.56334 -1.69416
H 0.00234 9.50598 -0.60546
H 0.81915 8.83673 0.72847
H 1.94006 7.12669 -0.52238
H 1.56713 7.97936 -2.10057
H 0.21013 6.03814 0.69940
H -1.45219 5.83969 -0.15921
H -0.93907 7.37338 0.51148
H 0.94515 4.83428 -1.15936
H 1.30741 5.60729 -2.63408
H -1.26904 4.10442 -1.93743
H -0.50209 4.39081 -3.45809
H -2.73852 5.97782 -2.04475
H -2.20266 6.20782 -3.71260
H -1.70011 7.90270 -1.68512
H -0.59446 7.72105 -3.12395
C 4.24836 1.33403 2.57487
C 3.67236 0.29983 3.53638
C 4.20032 -1.12758 3.11173
N 3.84523 -2.26705 4.11322
C 4.20897 -1.76322 5.48881
C 2.36801 -2.77220 3.96077
C 2.32401 -4.21334 4.42003
C 3.78764 -4.69786 4.35742
C 4.59952 -3.58283 3.87095
H 4.10914 1.09347 1.52090
H 5.30223 1.56075 2.73632
H 3.63016 2.22604 2.67617
H 2.58237 0.29574 3.53657
H 3.93069 0.61280 4.54802
H 5.28416 -1.07599 3.21539
H 3.88205 -1.55352 2.16022
H 4.30851 -2.69646 6.04313
H 3.40783 -1.16868 5.92789
H 5.14734 -1.20894 5.50699
H 1.71471 -2.23379 4.64738
H 2.00594 -2.63891 2.94133
H 1.77508 -4.31475 5.35625
H 1.69763 -4.86857 3.81469
H 4.10886 -4.87600 5.38367
H 3.87355 -5.62048 3.78340
H 5.66879 -3.53500 4.07707
H 4.59735 -3.54787 2.78151
C -2.52681 -4.44244 -6.02257
C -1.68873 -4.36508 -4.78230
C -2.31979 -4.99996 -3.50065
N -1.40279 -5.02010 -2.27622
C -0.67195 -3.65877 -2.07432
C -0.46888 -6.26268 -2.05474
C -0.85141 -6.99145 -0.77174
C -1.61616 -5.91286 0.06067
C -2.39599 -5.20893 -1.06747
H -3.54567 -4.09688 -5.84761
H -2.58012 -5.47504 -6.36754
H -2.14829 -3.76220 -6.78553
H -1.40639 -3.34456 -4.52360
H -0.71156 -4.84070 -4.86611
H -2.57700 -6.05269 -3.61777
H -3.23898 -4.46820 -3.25481
H -1.45328 -2.90189 -2.14336
H 0.04544 -3.52320 -2.88368
H -0.31160 -3.77713 -1.05244
H 0.55555 -5.89570 -1.99169
H -0.31069 -6.83314 -2.96996
H 0.04341 -7.30678 -0.23511
H -1.48635 -7.82473 -1.07272
H -0.94463 -5.21663 0.56307
H -2.29958 -6.26760 0.83218
H -2.69837 -4.20213 -0.77935
H -3.10337 -5.88367 -1.54958
C 2.31006 2.77388 -5.36829
C 1.20033 2.17983 -6.32354
C 0.52644 0.82189 -5.87907
N -0.46465 0.23096 -6.94327
C 0.16188 -0.10945 -8.29168
C -1.57539 1.23002 -7.11845
C -2.82472 0.45052 -7.44677
C -2.78049 -0.74765 -6.52825
C -1.27587 -1.03290 -6.37228
H 2.70135 3.73174 -5.71109
H 3.10209 2.07570 -5.09752
H 1.76371 3.02089 -4.45801
H 1.59230 1.98234 -7.32128
H 0.31014 2.76199 -6.56178
H -0.00601 0.80175 -4.92818
H 1.21488 -0.02156 -5.82683
H 0.61085 0.68404 -8.88909
H -0.71512 -0.57314 -8.74331
H 0.91978 -0.89004 -8.22553
H -1.33479 1.85340 -7.97961
H -1.82540 1.81680 -6.23454
H -2.77854 0.05318 -8.46071
H -3.74458 1.02170 -7.32147
H -3.38363 -1.60738 -6.82013
H -3.15665 -0.43259 -5.55493
H -0.94920 -1.94838 -6.86553
H -1.02118 -1.09443 -5.31425
C -1.84217 -1.37722 2.39925
C -0.65219 -0.57359 1.85480
C -0.21600 -0.93353 0.44257
N 0.64871 0.09928 -0.30279
C -0.15681 1.44251 -0.54246
C 2.08754 0.30419 0.36659
C 2.96921 0.80798 -0.81877
C 2.32845 0.26210 -1.98380
C 1.01038 -0.45683 -1.70074
H -1.57037 -2.40219 2.65159
H -2.62346 -1.31720 1.64158
H -2.23686 -0.88091 3.28582
H 0.25170 -0.60078 2.46337
H -0.95308 0.47258 1.91040
H -1.04606 -1.05728 -0.25298
H 0.39884 -1.82893 0.53379
H -0.86234 1.28867 -1.35895
H 0.51992 2.22181 -0.89290
H -0.58596 1.80983 0.38974
H 1.98511 1.06998 1.13546
H 2.38745 -0.67507 0.73970
H 2.92642 1.89391 -0.73498
H 3.99505 0.43952 -0.81764
H 2.04943 0.95389 -2.77857
H 2.95368 -0.55313 -2.34792
H 0.26076 -0.37653 -2.48796
H 1.15125 -1.53480 -1.62183
O 3.69570 4.99363 1.06094
C 4.43535 5.04302 -0.02689
O 4.19254 4.22143 -0.93546
O 5.26709 5.90820 -0.10743
H 3.05432 4.39065 0.67798
O -5.00383 -0.21164 4.74687
C -6.18891 -0.42619 4.19631
O -6.79222 -1.52881 4.42195
O -6.74420 0.44090 3.42494
H -4.83792 -0.88956 5.40602
O 1.42018 4.58240 3.38063
C 0.94103 3.61429 2.61169
O 1.39442 3.60185 1.40390
O 0.16930 2.77238 3.04657
H 1.97265 4.93359 2.67845
O 2.90297 -4.61209 -1.48160
C 2.78802 -3.78032 -0.47004
O 3.62625 -2.92366 -0.32351
O 1.83875 -3.95210 0.34529
H 3.78217 -4.28265 -1.68179
O -4.64200 -0.15135 -3.30960
C -3.47124 -0.14796 -2.67244
O -2.57363 0.65415 -3.11442
O -3.30707 -0.83281 -1.65565
H -4.05697 0.36681 -3.86714
O 1.95061 -4.30580 -4.56288
C 1.93410 -3.11924 -5.13493
O 2.30588 -2.18334 -4.40665
O 1.52897 -2.96779 -6.29110
H 2.25128 -3.80271 -3.80255
```

Output
frontier orbital gap	1.66	eV
net charge	+5
maximum force	9.45	eV Å⁻¹
DFT total energy	-6224.8546	Ha
molecular weight	1916.78	g mol⁻¹